Record 1
Below is C28H26Cl2O4 in the gas phase at a distorted geometry, with properties calculated with the ωB97M-V functional and the def2-TZVPD basis.

Last column: natural (NBO) charge in e.
Cartesian coordinates (Å):
Cl (1.68510, 1.01084, 8.05017)  0.02
C (1.12606, 0.81576, 6.44318)  -0.06
C (0.44021, 1.87108, 5.81894)  -0.23
C (0.02057, 1.71822, 4.50430)  -0.20
C (0.27109, 0.52518, 3.79169)  0.02
C (-0.20911, 0.41323, 2.42981)  -0.18
C (0.13419, -0.54507, 1.55509)  -0.17
C (-0.50948, -0.69218, 0.18783)  -0.26
C (-0.54407, -2.16743, -0.25364)  -0.04
C (-1.66255, -2.62065, -0.95062)  -0.19
C (-1.69154, -3.90787, -1.48186)  -0.23
C (-0.59610, -4.75559, -1.27374)  -0.05
Cl (-0.57067, -6.29774, -2.01845)  0.02
C (0.46746, -4.35983, -0.45664)  -0.25
C (0.49114, -3.05683, 0.04954)  -0.12
C (0.94804, -0.53120, 4.44189)  -0.21
C (1.36262, -0.39253, 5.76741)  -0.21
H (0.24731, 2.78939, 6.36392)  0.23
H (-0.51958, 2.52091, 4.00367)  0.22
H (-0.86600, 1.22214, 2.10538)  0.20
H (0.89008, -1.27607, 1.84929)  0.20
H (-1.55741, -0.33319, 0.26753)  0.23
H (-2.51968, -1.95476, -1.07899)  0.22
H (-2.54954, -4.23896, -2.05938)  0.23
H (1.28019, -5.05199, -0.24030)  0.23
H (1.35881, -2.73185, 0.62975)  0.22
H (1.11355, -1.46868, 3.90905)  0.22
H (1.86478, -1.20841, 6.28027)  0.23
C (-1.64439, 4.60937, -1.62829)  -0.63
C (-0.68196, 3.84604, -0.77652)  -0.07
O (-0.72635, 2.48165, -1.26057)  -0.50
C (0.00579, 1.66959, -0.49527)  0.83
C (0.09810, 0.17628, -0.88591)  -0.26
C (-0.72049, -0.07272, -2.17739)  0.84
O (-0.36999, -0.83208, -3.07476)  -0.61
O (-1.89680, 0.55921, -2.28302)  -0.51
C (-2.61654, 0.18971, -3.49469)  -0.07
C (-3.61656, 1.27981, -3.71208)  -0.63
C (1.58137, -0.19870, -1.16082)  0.04
C (1.90571, -1.38489, -1.82550)  -0.21
C (3.21133, -1.88164, -1.85815)  -0.23
C (4.25226, -1.12724, -1.31417)  -0.20
C (3.96703, 0.12459, -0.77113)  -0.23
C (2.64262, 0.57898, -0.69303)  -0.22
O (0.58959, 2.15285, 0.47576)  -0.62
H (-1.76235, 5.61377, -1.22148)  0.22
H (-1.27982, 4.70563, -2.65192)  0.21
H (-2.63066, 4.13915, -1.64076)  0.22
H (0.34792, 4.20810, -0.87128)  0.20
H (-0.98548, 3.85209, 0.27474)  0.19
H (-1.91513, 0.11466, -4.33143)  0.21
H (-3.07269, -0.78887, -3.30303)  0.18
H (-4.30680, 1.00360, -4.51134)  0.22
H (-4.19086, 1.48958, -2.80694)  0.21
H (-3.10771, 2.19659, -4.02703)  0.21
H (1.13875, -1.93908, -2.36377)  0.25
H (3.39444, -2.86159, -2.30381)  0.22
H (5.27024, -1.51626, -1.31395)  0.21
H (4.76311, 0.76620, -0.38919)  0.22
H (2.45089, 1.54967, -0.23835)  0.24

## Properties
E, eV: -62692.4788
Energy above the lowest of the compared OMol25 structures with the same formula, charge and spin, kJ/mol: 0.0
Gap between HOMO and LUMO, eV: 8.67
Multiplicity: 1
SMILES: CCOC(=O)C(C(=O)OCC)(c1ccccc1)[C@H](/C=C/c1ccc(Cl)cc1)c1ccc(Cl)cc1


Record 2
Below is a molecular structure, C37H36FeGeN2O5S2, with properties calculated with the ωB97M-V functional and the def2-TZVPD basis.

Last column: Löwdin spin population.
Cartesian coordinates (Å):
Fe (0.26268, -2.09237, 0.28847)  3.71
C (-0.31459, -3.66448, 2.33014)  0.03
C (-1.50777, -3.09205, 1.83361)  0.02
C (-1.74319, -3.62723, 0.54693)  0.02
C (-0.69289, -4.52252, 0.25346)  0.02
C (0.18576, -4.54446, 1.35403)  0.03
H (0.15849, -3.42602, 3.27138)  0.00
H (-2.13996, -2.39465, 2.36453)  0.00
H (-2.56430, -3.37526, -0.10783)  0.00
H (-0.55944, -5.05711, -0.67550)  0.00
H (1.12681, -5.07228, 1.40384)  0.00
O (4.27388, -3.36786, -0.70616)  0.00
C (4.97247, -3.07360, 0.39473)  0.00
C (6.33780, -3.38692, 0.38615)  0.00
C (7.13784, -3.09544, 1.47291)  0.00
C (6.59975, -2.47927, 2.59947)  0.00
C (5.25105, -2.16865, 2.61312)  0.00
C (4.41870, -2.45858, 1.53417)  0.00
C (2.96619, -2.12251, 1.58537)  0.00
O (2.22757, -2.60641, 0.66757)  0.03
N (2.56332, -1.37391, 2.58532)  0.00
N (1.21791, -1.09468, 2.44038)  0.02
C (0.74335, -0.37906, 3.36151)  0.00
S (-0.95760, 0.08282, 3.40117)  0.00
C (-0.62828, 1.54016, 4.41828)  0.00
C (0.35184, 1.11913, 5.50018)  0.00
S (1.73135, 0.25410, 4.70217)  0.00
H (3.33558, -3.07556, -0.56165)  0.00
H (6.73977, -3.85726, -0.50257)  0.00
H (8.19291, -3.34564, 1.43989)  0.00
H (7.22412, -2.24662, 3.45332)  0.00
H (4.79531, -1.68948, 3.46985)  0.00
H (-1.57587, 1.88267, 4.83706)  0.00
H (-0.20330, 2.32821, 3.79611)  0.00
H (-0.14014, 0.46062, 6.21806)  0.00
H (0.75892, 1.98220, 6.03020)  0.00
O (-0.26102, -2.22347, -1.72694)  0.04
C (0.73041, -1.76152, -2.39254)  0.01
O (1.92236, -1.93639, -2.12083)  0.01
C (0.37035, -0.79301, -3.50861)  0.00
C (0.41411, 0.63930, -2.95079)  0.00
Ge (-1.02293, 1.17758, -1.69139)  0.00
C (-0.71313, 2.77731, -0.57109)  0.00
C (-1.30538, 2.89319, 0.68484)  0.00
C (-1.15564, 4.04733, 1.44660)  0.00
C (-0.38246, 5.10101, 0.97847)  0.00
C (0.22604, 4.99619, -0.26521)  0.00
C (0.04803, 3.85082, -1.02978)  0.00
C (-2.62952, 0.19069, -1.09215)  0.00
C (-3.78145, 0.13872, -1.88197)  0.00
C (-4.95122, -0.45428, -1.42555)  0.00
C (-5.00511, -0.99465, -0.14827)  0.00
C (-3.87512, -0.94756, 0.65322)  0.00
C (-2.70081, -0.37322, 0.18107)  0.00
C (-2.05175, 2.28377, -3.15762)  0.00
C (-2.71380, 3.48528, -2.89321)  0.00
C (-3.40093, 4.19194, -3.87545)  0.00
C (-3.45371, 3.70934, -5.17568)  0.00
C (-2.81091, 2.51448, -5.47374)  0.00
C (-2.12419, 1.82741, -4.47932)  0.00
H (-0.60917, -1.03773, -3.92608)  0.00
H (1.12781, -0.88787, -4.29211)  0.00
H (0.36483, 1.35447, -3.77390)  0.00
H (1.37678, 0.77072, -2.45762)  0.00
H (-1.89069, 2.06902, 1.07714)  0.00
H (-1.64233, 4.12060, 2.41328)  0.00
H (-0.25348, 5.99543, 1.57763)  0.00
H (0.83468, 5.81028, -0.64322)  0.00
H (0.50843, 3.79752, -2.01197)  0.00
H (-3.78063, 0.56984, -2.87408)  0.00
H (-5.82245, -0.48661, -2.07103)  0.00
H (-5.91605, -1.45672, 0.21619)  0.00
H (-3.89473, -1.38231, 1.64534)  0.00
H (-1.82259, -0.34749, 0.81233)  0.00
H (-2.70130, 3.88906, -1.88482)  0.00
H (-3.89843, 5.12264, -3.62161)  0.00
H (-3.98703, 4.25532, -5.94612)  0.00
H (-2.84414, 2.11641, -6.48287)  0.00
H (-1.63340, 0.89601, -4.74934)  0.00
C (1.33905, 0.71771, 0.19051)  0.00
O (0.12262, 0.07950, -0.08566)  0.03
H (1.37277, 1.14240, 1.20552)  0.00
H (1.54048, 1.55946, -0.48849)  0.00
H (2.19074, 0.03206, 0.08727)  0.00

## Properties
E, eV: -164746.7665
Total charge: -2
Energy above the lowest of the compared OMol25 structures with the same formula, charge and spin, kJ/mol: 0.0
Gap between HOMO and LUMO (spin up / spin down), eV: 5.61 / 5.77
Multiplicity: 5


Record 3
Below is a molecular structure, C31H56AlN6O5P3S at a distorted geometry, with properties calculated with the ωB97M-V functional and the def2-TZVPD basis.

Last column: natural (NBO) charge in e.
Cartesian coordinates (Å):
Al (-1.24129, 0.99819, -0.64735)  1.78
C (3.92971, 2.75369, -0.70425)  -0.41
N (2.82981, 1.80259, -0.76495)  -0.80
C (3.22161, 0.40299, -0.72445)  -0.42
P (1.43201, 2.21769, -1.54505)  2.56
O (0.43251, 1.11759, -1.25575)  -1.20
O (1.03971, 3.59439, -0.84145)  -1.08
P (-0.42999, 3.99289, -0.23685)  2.56
O (-1.30669, 2.78249, -0.32835)  -1.18
N (-0.96199, 5.17309, -1.24725)  -0.80
C (-2.37829, 5.28559, -1.58105)  -0.41
C (-0.19989, 6.40779, -1.38075)  -0.41
N (-0.06559, 4.25319, 1.35575)  -0.79
C (-1.20569, 4.24209, 2.27075)  -0.42
C (0.98791, 5.17609, 1.75715)  -0.41
N (1.37621, 2.52849, -3.16145)  -0.79
C (1.82481, 3.79659, -3.71365)  -0.41
C (1.66481, 1.38819, -4.02295)  -0.43
H (4.36281, 2.74749, 0.29695)  0.22
H (3.55121, 3.75179, -0.90825)  0.21
H (4.72091, 2.50799, -1.41595)  0.21
H (3.63351, 0.17269, 0.25955)  0.20
H (3.98181, 0.16589, -1.47305)  0.21
H (2.34591, -0.21661, -0.90715)  0.22
H (-2.86849, 4.32649, -1.42745)  0.24
H (-2.46909, 5.56249, -2.63115)  0.22
H (-2.87789, 6.04679, -0.97575)  0.20
H (0.81551, 6.25889, -1.01215)  0.21
H (-0.66589, 7.23229, -0.83315)  0.22
H (-0.15879, 6.68369, -2.43565)  0.22
H (-1.95339, 3.53829, 1.90965)  0.23
H (-1.66089, 5.22979, 2.37525)  0.20
H (-0.85669, 3.90589, 3.24675)  0.22
H (1.80731, 5.12799, 1.04275)  0.21
H (1.35901, 4.86239, 2.73475)  0.22
H (0.63481, 6.20829, 1.84305)  0.20
H (1.51601, 4.60229, -3.05585)  0.21
H (1.34501, 3.92829, -4.68215)  0.23
H (2.90681, 3.83059, -3.85815)  0.20
H (1.26371, 0.47909, -3.57895)  0.23
H (2.73721, 1.26609, -4.20095)  0.20
H (1.16751, 1.53839, -4.97985)  0.23
O (-4.66369, 0.48429, -2.38935)  -0.54
C (-3.63929, 0.15719, -1.87175)  0.80
O (-2.75229, 1.01979, -1.39875)  -0.94
C (-3.20909, -1.28851, -1.67375)  -0.82
P (-1.36889, -1.36021, -1.72525)  0.86
C (-1.11039, -3.14601, -1.43095)  -0.35
C (-0.48469, -3.57941, -0.27025)  -0.23
C (-0.29939, -4.93221, -0.03745)  -0.15
C (-0.73969, -5.85711, -0.96965)  -0.19
C (-1.36389, -5.42811, -2.13115)  -0.19
C (-1.55339, -4.07921, -2.36365)  -0.18
C (-1.01229, -1.27111, -3.51705)  -0.37
C (-1.88579, -0.66721, -4.41595)  -0.15
C (-1.59879, -0.66221, -5.77135)  -0.20
C (-0.42799, -1.23671, -6.23805)  -0.19
C (0.45861, -1.82231, -5.34555)  -0.21
C (0.17351, -1.83611, -3.99145)  -0.22
H (-3.69139, -1.95141, -2.39605)  0.27
H (-3.52959, -1.59531, -0.67125)  0.27
H (-0.14999, -2.84101, 0.44405)  0.19
H (0.18201, -5.27241, 0.86695)  0.21
H (-0.60879, -6.91091, -0.78515)  0.23
H (-1.70339, -6.14451, -2.86185)  0.24
H (-2.03439, -3.74721, -3.27255)  0.23
H (-2.80229, -0.21851, -4.06925)  0.22
H (-2.30109, -0.22401, -6.46475)  0.23
H (-0.21389, -1.23991, -7.29545)  0.23
H (1.36301, -2.28011, -5.71525)  0.23
H (0.85411, -2.31481, -3.29915)  0.22
C (-2.30319, -4.53531, 4.73095)  -0.62
C (-2.06449, -3.11941, 5.24815)  -0.40
C (-2.79159, -2.03931, 4.44515)  -0.40
C (-2.43479, -2.05491, 2.95855)  -0.23
N (-1.01669, -1.83891, 2.74905)  -0.55
C (-0.45469, -0.83231, 2.11575)  0.41
S (-1.42519, 0.50569, 1.57235)  -0.29
N (0.86351, -0.79611, 1.92375)  -0.56
C (1.81571, -1.82871, 2.30405)  -0.23
C (2.26421, -1.77161, 3.76745)  -0.41
C (3.35041, -2.82371, 4.00395)  -0.39
C (3.71251, -2.96331, 5.47765)  -0.60
H (-1.92919, -5.25341, 5.45525)  0.23
H (-1.79939, -4.72261, 3.78485)  0.18
H (-3.36769, -4.71641, 4.59785)  0.22
H (-0.99139, -2.90231, 5.27005)  0.18
H (-2.41759, -3.06831, 6.27785)  0.23
H (-2.55599, -1.05641, 4.85575)  0.21
H (-3.86809, -2.18761, 4.53025)  0.23
H (-2.98069, -1.27681, 2.42605)  0.24
H (-2.69229, -3.02571, 2.52885)  0.22
H (-0.41599, -2.53781, 3.16885)  0.42
H (1.22831, 0.05239, 1.51325)  0.42
H (2.69031, -1.71031, 1.66135)  0.22
H (1.39381, -2.81751, 2.08795)  0.20
H (1.42761, -1.96321, 4.44115)  0.20
H (2.64421, -0.77611, 3.99955)  0.21
H (4.23931, -2.56391, 3.42375)  0.20
H (2.98921, -3.78911, 3.64205)  0.20
H (4.06091, -2.01811, 5.88735)  0.21
H (4.50371, -3.69921, 5.59685)  0.23
H (2.85021, -3.29541, 6.05435)  0.21

## Properties
E, eV: -97531.1275
Total charge: +2
Energy above the lowest of the compared OMol25 structures with the same formula, charge and spin, kJ/mol: 32.0
Gap between HOMO and LUMO, eV: 9.22
Multiplicity: 1